# 1
Below is 2 unconnected molecules or ions with the total composition CH2FNO2S, with properties calculated with ωB97M-V/def2-TZVPD.

Structure (XYZ):
```
8
CH2FNO2S | OMol25 | ωB97M-V/def2-TZVPD
O 0.62324 -1.29692 -2.45036
S 0.75012 -1.87187 -1.09265
C 1.39916 -0.54827 0.00666
O 2.34563 -1.29894 -0.35124
N -1.08378 1.18649 0.74236
F -0.87059 2.07653 1.79672
H -1.88459 1.52451 0.30635
H -1.27921 0.22847 1.04215
```

## Properties
- HOMO-LUMO gap: 8.961 eV
- HOMO level: -9.6 eV
- Net charge: 0
- Multiplicity: 1
- LUMO level: -0.627 eV


# 2
Below is a gas-phase ion, CH2FO3S2 (charge -1), with properties calculated with ωB97M-V/def2-TZVPD.

Structure (XYZ):
```
9
CH2FO3S2 | OMol25 | ωB97M-V/def2-TZVPD
O -1.89142 0.68310 -1.21504
S -2.25277 0.04845 0.01793
O -1.71557 0.70382 1.16625
O -3.61063 -0.36056 0.14831
S -1.07108 -1.73688 -0.11513
C 0.32762 -0.60385 -0.21494
F 1.44902 -1.09670 0.26528
H -0.05923 0.19099 0.43147
H 0.41314 -0.25816 -1.36490
```

## Properties
- HOMO-LUMO gap: 8.491 eV
- HOMO level: -4.8 eV
- Net charge: -1
- Multiplicity: 1
- LUMO level: 3.656 eV


# 3
Below is 2 unconnected molecules or ions with the total composition CH2FO4S, with properties calculated with ωB97M-V/def2-TZVPD.

Structure (XYZ):
```
9
CH2FO4S | OMol25 | ωB97M-V/def2-TZVPD
C 1.05030 0.08215 0.34898
O -0.62010 1.97562 -0.59449
O -1.34026 0.65778 1.32477
O -1.31629 -0.35357 -0.93817
O 1.97830 0.44406 -0.31509
F 0.49047 -1.93340 -0.37759
S -0.65915 0.68523 0.04767
H 1.10254 -0.41842 1.32282
H -0.68581 -1.13944 -0.81891
```

## Properties
- HOMO-LUMO gap: 10.135 eV
- HOMO level: -6.1 eV
- Net charge: -1
- Multiplicity: 1
- LUMO level: 4.000 eV


# 4
Below is 2 unconnected molecules or ions with the total composition CH2FPS, with properties calculated with ωB97M-V/def2-TZVPD.

Structure (XYZ):
```
6
CH2FPS | OMol25 | ωB97M-V/def2-TZVPD
C 0.62658 -0.58776 -0.74448
F -1.41724 0.15643 1.27871
P 1.11388 0.90829 -0.95729
S -1.16637 1.80828 1.33786
H 1.15150 -1.53438 -0.82642
H -0.30835 -0.75087 -0.08838
```

## Properties
- HOMO-LUMO gap (spin up / spin down): 6.138 / 6.139 eV
- HOMO level (spin up / spin down): -8.6 / -8.6 eV
- Net charge: 0
- Multiplicity: 1
- LUMO level (spin up / spin down): -2.474 / -2.472 eV


# 5
Below is a molecular structure, CH2FeLiO, with properties calculated with ωB97M-V/def2-TZVPD.

Structure (XYZ):
```
6
CH2FeLiO | OMol25 | ωB97M-V/def2-TZVPD
C 0.03401 -0.57092 -0.24366
O 0.77871 0.44375 0.03197
H -0.55691 -0.88292 0.66159
Fe 1.43565 -1.78359 -1.24899
Li -0.13721 1.93661 0.64637
H -1.55424 0.85706 0.15272
```

## Properties
- HOMO-LUMO gap (spin up / spin down): 6.708 / 5.413 eV
- HOMO level (spin up / spin down): -6.9 / -6.9 eV
- Net charge: 0
- Multiplicity: 6
- LUMO level (spin up / spin down): -0.144 / -1.437 eV
- <S²>: 8.769


# 6
Below is a molecular structure, CH2I2, with properties calculated with ωB97M-V/def2-TZVPD.

Structure (XYZ):
```
5
CH2I2 | OMol25 | ωB97M-V/def2-TZVPD
C 0.09223 -0.22269 0.17010
I 0.54153 -1.25052 -1.57135
I 1.39005 1.12111 1.17629
H -0.54016 -0.84680 0.76484
H -1.48365 1.19890 -0.53987
```

## Properties
- HOMO-LUMO gap (spin up / spin down): 7.738 / 8.769 eV
- HOMO level (spin up / spin down): -8.5 / -9.7 eV
- Net charge: 0
- Multiplicity: 1
- LUMO level (spin up / spin down): -0.790 / -0.961 eV


# 7
Below is 3 unconnected molecules or ions with the total composition CH2I2O3, with properties calculated with ωB97M-V/def2-TZVPD.

Structure (XYZ):
```
8
CH2I2O3 | OMol25 | ωB97M-V/def2-TZVPD
C 0.50171 -0.02165 0.37484
O 0.11164 0.82869 -0.56023
O -0.48546 -0.47999 1.17404
O 1.65288 -0.31990 0.48344
I 3.36117 0.84613 -1.67800
I -4.20257 -0.67185 -1.14532
H -0.72200 1.16257 -0.33316
H -0.21738 -1.34400 1.68438
```

## Properties
- HOMO-LUMO gap (spin up / spin down): 6.990 / 5.897 eV
- HOMO level (spin up / spin down): -9.2 / -9.5 eV
- Net charge: 0
- Multiplicity: 1
- LUMO level (spin up / spin down): -2.194 / -3.632 eV


# 8
Below is CH2INS2 in the gas phase, with properties calculated with ωB97M-V/def2-TZVPD.

Structure (XYZ):
```
7
CH2INS2 | OMol25 | ωB97M-V/def2-TZVPD
C 0.22392 0.80603 0.76786
N -0.02469 -1.44902 -2.21170
S -0.76093 -0.21679 1.39003
S 1.10900 2.11505 1.21711
I -0.84257 -2.35759 -0.66029
H -0.72931 -1.32072 -3.05092
H 1.02458 2.42304 2.54792
```

## Properties
- HOMO-LUMO gap (spin up / spin down): 7.479 / 6.774 eV
- HOMO level (spin up / spin down): -8.7 / -7.9 eV
- Net charge: 0
- Multiplicity: 1
- LUMO level (spin up / spin down): -1.188 / -1.095 eV


It is found that the electronic energy values, taken in the order of the records, are -20200.83124; -31601.23187; -22813.50314; -23906.46009; -37702.37697; -17266.16559; -23412.15058; -32325.54350 eV.
It is found that the maximum force values, taken in the order of the records, are 2.13; 4.15; 1.84; 2.93; 2.52; 1.58; 3.06; 2.62 eV/A.
It is found that the energy relative to the best compared isomer or geometry (same formula, charge and spin) values, taken in the order of the records, are 119.38; 3.51; 15.99; 98.69; 31.35; 95.50; 32.99; 72.87 kcal/mol.